No. 1
Formula: C5H38O14
Source: OMol25
Level of theory: ωB97M-V with the def2-TZVPD basis set

Geometry (Å):
C -1.559 0.382 -0.504
O -1.438 1.791 -0.859
C -0.297 -0.165 0.168
C 0.813 -0.529 -0.819
C 1.189 -2.007 -0.890
C 1.858 -2.538 0.376
H -2.426 0.343 0.155
H -1.745 -0.187 -1.407
H -1.140 1.879 -1.828
H 0.019 0.560 0.909
H -0.566 -1.019 0.792
H 0.569 -0.193 -1.816
H 1.693 0.055 -0.588
H 0.301 -2.604 -1.102
H 1.864 -2.154 -1.741
H 2.059 -3.611 0.317
H 1.252 -2.335 1.261
H 2.817 -2.030 0.519
H -1.839 1.162 2.716
H -2.469 -0.292 2.633
O -1.867 0.293 3.156
H -1.407 -1.593 -3.222
H -0.512 -1.446 -4.490
O -0.968 -0.941 -3.820
H 0.471 1.960 -3.191
H -0.693 0.834 -3.538
O -0.507 1.761 -3.276
H 0.141 2.723 2.408
H 0.919 1.748 3.277
O 1.047 2.562 2.755
H 2.527 1.773 2.015
H 2.607 0.271 1.781
O 3.119 1.091 1.626
H 0.808 -0.900 4.154
H -0.313 -0.353 3.247
O 0.637 -0.636 3.243
H -1.953 3.546 1.800
H -1.524 2.502 0.726
O -1.493 2.702 1.696
H -2.205 -2.993 -1.386
H -3.272 -2.594 -2.458
O -2.329 -2.798 -2.361
H 3.721 1.418 0.006
H 4.873 0.829 -0.920
O 4.119 1.456 -0.892
H -3.040 -2.165 1.191
H -4.243 -1.736 2.036
O -3.448 -1.374 1.635
H 2.905 1.950 -2.215
H 1.748 2.904 -1.846
O 2.131 2.403 -2.602
H 1.261 3.001 0.424
H 0.060 2.715 -0.492
O 0.822 3.328 -0.366
H -1.955 -4.346 0.623
H -1.145 -3.010 0.614
O -1.996 -3.395 0.373

## Properties
Charge   -1
E_tot   -1266.740224 hartree
2S+1   2

These are the Mulliken partial charges, in e, on atoms 1 to 2:
1 C -1.086
2 O -0.710



No. 2
Formula: C5H39N2O13S
Source: OMol25
Level of theory: ωB97M-V with the def2-TZVPD basis set

Geometry (Å):
N 2.293 0.712 -3.515
C 2.805 0.234 -2.247
C 3.280 -1.197 -2.377
S 2.067 -2.529 -2.610
C 1.931 0.327 -1.052
N 2.586 1.046 0.065
C 3.123 2.433 -0.343
C 1.603 1.171 1.101
H 1.204 0.910 -3.451
H 2.594 0.117 -4.328
H 3.685 0.888 -2.103
H 3.856 -1.198 -3.207
H 3.857 -1.477 -1.514
H 1.603 -0.588 -0.492
H 0.929 0.874 -1.130
H 3.988 2.447 0.266
H 2.562 3.347 -0.228
H 3.485 2.476 -1.322
H 1.630 0.363 1.759
H 0.475 1.532 0.999
H 1.685 2.093 1.741
H -2.364 -2.755 2.916
H -2.522 -1.882 1.738
O -3.012 -2.578 2.169
H -3.502 3.060 -1.250
H -3.205 2.906 0.400
O -3.098 3.546 -0.471
H -3.314 1.659 3.729
H -1.832 2.278 3.591
O -2.804 2.595 3.773
H -3.802 1.304 2.086
H -3.988 -0.423 2.582
O -4.261 0.543 2.807
H -2.296 -2.176 -2.025
H -2.481 -3.607 -1.791
O -2.837 -2.894 -2.291
H -0.794 0.445 1.585
H -1.784 0.552 2.802
O -0.782 0.503 2.613
H -0.947 0.600 -0.590
H -2.216 0.619 0.318
O -1.321 0.163 0.178
H 2.894 -2.174 1.273
H 2.870 -2.104 2.745
O 2.560 -2.581 2.059
H -4.545 1.128 0.023
H 2.843 -3.494 -2.228
O -3.701 1.202 0.438
H 1.280 -0.306 3.132
H 2.591 0.386 3.767
O 2.079 -0.389 3.731
H -2.240 1.583 -2.729
H -2.102 3.027 -3.395
O -1.982 1.991 -3.517
H 0.953 -3.950 0.509
H 2.057 -3.980 1.310
O 1.730 -4.589 0.646
H -0.249 2.627 -1.671
H -1.515 2.844 -0.696
O -0.699 2.538 -0.850

## Properties
Charge   -1
ΔE to the lowest compared entry with this formula, charge and spin   6.256 eV

These are the Mulliken partial charges, in e, on atoms 1 to 2:
1 N -0.524
2 C 0.479



No. 3
Formula: C5H39N2O14
Source: OMol25
Level of theory: ωB97M-V with the def2-TZVPD basis set

Geometry (Å):
N -1.389 1.230 -0.203
C 0.007 1.476 0.248
C 0.870 0.295 -0.274
N 1.876 -0.303 0.375
C 2.230 0.007 1.762
C 1.275 -0.735 2.762
C 1.978 -1.925 3.404
O 0.808 0.138 -1.516
H -1.614 0.300 0.154
H -2.119 1.892 0.056
H -1.183 1.037 -1.211
H 0.434 2.412 -0.070
H 0.016 1.374 1.329
H 2.345 -1.051 -0.110
H 2.090 1.032 2.039
H 3.230 -0.342 1.980
H 0.403 -1.169 2.289
H 1.026 -0.016 3.541
H 1.973 -2.860 2.846
H 1.573 -2.231 4.376
H 3.017 -1.753 3.705
H -1.792 4.457 -1.315
H -1.538 3.499 -2.564
O -1.665 3.556 -1.615
H 3.050 -2.400 -2.824
H 1.921 -1.501 -3.014
O 2.268 -2.082 -2.350
H -0.526 0.549 -3.153
H -2.037 0.820 -3.558
O -1.303 1.093 -3.002
H 1.153 4.092 2.695
H 2.181 2.916 2.300
O 1.274 3.233 2.288
H 3.650 1.208 -3.325
H 2.587 0.441 -2.560
O 3.425 0.915 -2.435
H -1.375 -1.571 -2.608
H -1.560 -2.250 -4.008
O -2.019 -1.924 -3.229
H -3.845 1.235 1.725
H -3.359 2.648 2.036
O -3.748 2.113 1.339
H -1.762 1.186 2.941
H -2.291 -0.054 3.164
O -1.716 0.328 2.479
H 0.723 -3.016 -1.305
H -0.805 -3.039 -1.342
O -0.050 -3.406 -0.874
H -1.455 -2.064 1.436
H -2.681 -2.887 1.765
O -2.418 -2.046 1.380
H -0.716 -4.613 1.542
H 0.705 -4.279 1.836
O -0.174 -3.891 1.873
H -3.600 0.408 -1.736
H -3.608 -1.218 -1.687
O -3.164 -0.399 -1.463
H 3.655 2.794 -0.553
H 2.263 2.572 0.011
O 3.191 2.498 0.237

## Properties
Charge   +1
ΔE to the lowest compared entry with this formula, charge and spin   3.368 eV

These are the Mulliken partial charges, in e, on atoms 1 to 2:
1 N 0.472
2 C -1.126